# 1
Entry from the OMol25 dataset: a 3-piece molecular cluster, C30H55IN4O10P2S overall (the ωB97M-V functional and the def2-TZVPD basis).

Output
Frontier orbital gap ... 6.24 eV
SMILES ... [H]/N=C\Cc1c(CCCOC(C)=O)c([C@@H](I)CC)c2nsnc2c1CCN.CCOP(=O)(OCC)OCC.CCOP(=O)(OCC)OCC

Last column: Löwdin charge in e.
Geometry (Å):
C1 -6.276 -2.530 -4.131  -0.16
C2 -6.031 -3.363 -2.702  -0.27
C3 -4.610 -2.810 -2.102  -0.66
I1 -2.884 -3.159 -3.467  0.74
C4 -4.233 -3.339 -0.597  -0.11
C5 -4.096 -4.898 -0.109  -0.04
C6 -4.391 -6.133 -1.154  -0.16
C7 -5.755 -6.988 -0.843  -0.15
C8 -7.156 -6.159 -1.035  -0.20
O1 -7.314 -4.988 -0.157  -0.12
C9 -8.679 -4.440 -0.195  -0.30
C10 -9.133 -3.433 1.062  -0.02
O2 -9.587 -4.627 -1.159  -0.04
C11 -3.651 -5.237 1.468  -0.04
C12 -3.435 -6.764 2.053  -0.14
C13 -1.818 -7.116 1.815  -0.18
N1 -1.125 -7.989 2.628  0.03
C14 -3.349 -4.008 2.561  -0.03
C15 -2.860 -4.266 4.117  -0.18
C16 -4.023 -4.876 5.101  -0.25
N2 -3.361 -6.010 5.913  -0.07
C17 -3.521 -2.420 2.113  -0.18
N3 -3.339 -1.152 2.918  -0.30
S1 -3.706 0.211 1.891  0.88
N4 -4.050 -0.661 0.386  -0.30
C18 -3.956 -2.175 0.551  -0.15
H1 -7.410 -2.482 -4.439  0.08
H2 -5.728 -1.496 -4.157  0.07
H3 -5.747 -3.197 -4.967  0.06
H4 -6.972 -3.149 -2.039  0.12
H5 -5.934 -4.490 -3.020  0.09
H6 -4.707 -1.621 -2.057  0.09
H7 -3.478 -6.891 -1.028  0.12
H8 -4.310 -5.723 -2.251  0.08
H9 -5.775 -7.878 -1.638  0.14
H10 -5.794 -7.498 0.209  0.11
H11 -7.392 -5.866 -2.163  0.13
H12 -8.031 -6.914 -0.733  0.15
H13 -10.152 -3.784 1.563  0.10
H14 -9.203 -2.318 0.650  0.10
H15 -8.276 -3.423 1.870  0.08
H16 -3.649 -6.881 3.198  0.09
H17 -4.021 -7.595 1.473  0.10
H18 -1.330 -6.604 0.878  0.12
H19 -1.760 -8.344 3.394  0.03
H20 -2.555 -3.211 4.584  0.12
H21 -1.873 -4.911 4.134  0.11
H22 -4.426 -4.100 5.910  0.13
H23 -4.906 -5.410 4.512  0.12
H24 -3.394 -6.912 5.386  0.04
H25 -2.352 -5.801 6.079  0.06
O3 0.532 1.787 0.966  -0.26
P1 1.775 1.299 1.748  0.77
O4 2.678 1.165 0.355  -0.27
C19 2.727 2.229 -0.588  -0.29
C20 3.767 3.265 -0.209  -0.08
O5 1.306 -0.298 1.822  -0.22
C21 -0.066 -0.651 1.708  -0.31
C22 -0.437 -0.931 0.258  -0.06
O6 3.165 0.753 2.623  -0.22
C23 4.514 0.825 2.213  -0.30
C24 5.168 2.062 2.789  -0.08
H26 1.754 2.708 -0.724  0.10
H27 2.997 1.787 -1.553  0.12
H28 3.503 3.747 0.736  0.07
H29 3.844 4.036 -0.979  0.08
H30 4.751 2.804 -0.085  0.07
H31 -0.702 0.120 2.149  0.07
H32 -0.223 -1.561 2.300  0.11
H33 -0.077 -0.150 -0.419  0.08
H34 -1.521 -1.016 0.150  0.03
H35 0.021 -1.864 -0.077  0.08
H36 4.656 0.760 1.134  0.11
H37 5.016 -0.058 2.625  0.13
H38 4.587 2.961 2.570  0.06
H39 6.182 2.182 2.396  0.08
H40 5.224 1.988 3.877  0.08
O7 7.088 7.949 -0.236  -0.26
P2 6.952 7.234 -1.602  0.77
O8 7.344 8.620 -2.438  -0.27
C25 8.485 9.390 -2.080  -0.30
C26 9.750 8.846 -2.713  -0.08
O9 5.299 7.408 -1.715  -0.23
C27 4.513 7.591 -0.546  -0.31
C28 4.337 9.072 -0.234  -0.07
O10 6.801 6.434 -3.129  -0.22
C29 7.394 6.811 -4.353  -0.30
C30 8.683 6.048 -4.564  -0.08
H41 8.611 9.465 -0.996  0.10
H42 8.310 10.408 -2.446  0.12
H43 9.967 7.843 -2.338  0.07
H44 10.604 9.491 -2.488  0.08
H45 9.646 8.781 -3.800  0.07
H46 4.943 7.046 0.299  0.10
H47 3.529 7.145 -0.736  0.11
H48 5.284 9.618 -0.275  0.07
H49 3.898 9.205 0.757  0.08
H50 3.679 9.538 -0.972  0.08
H51 7.541 7.886 -4.465  0.11
H52 6.691 6.531 -5.144  0.13
H53 9.347 6.135 -3.700  0.06
H54 9.204 6.405 -5.457  0.08
H55 8.476 4.982 -4.686  0.08

=====

# 2
Entry from the OMol25 dataset: a 11-piece molecular cluster, C30H56ClN11O23 overall (the ωB97M-V functional and the def2-TZVPD basis).

Output
Frontier orbital gap ... 8.98 eV
SMILES ... CCCCCCCCN1C(=O)c2cc(CC)c(CC(=O)Cl)cc2C1=O.C[N+](=O)[O-].C[N+](=O)[O-].C[N+](=O)[O-].C[N+](=O)[O-].C[N+](=O)[O-].C[N+](=O)[O-].C[N+](=O)[O-].C[N+](=O)[O-].C[N+](=O)[O-].C[N+](=O)[O-]

Last column: Löwdin charge in e.
Geometry (Å):
C1 -3.874 5.603 1.671  -0.11
C2 -3.936 5.540 3.215  -0.25
C3 -2.651 4.865 3.745  -0.21
C4 -2.696 3.316 3.590  -0.21
C5 -2.935 2.654 4.964  -0.20
C6 -2.550 1.157 5.050  -0.18
C7 -2.832 0.326 3.773  -0.14
C8 -3.637 -0.991 4.057  -0.11
N1 -2.912 -2.200 3.653  0.02
C9 -2.653 -2.405 2.280  -0.33
O1 -3.477 -2.465 1.402  0.14
C10 -1.138 -2.555 2.238  -0.07
C11 -0.279 -2.621 1.191  0.06
C12 1.078 -2.721 1.476  -0.15
C13 2.011 -2.751 0.270  -0.15
C14 2.033 -4.201 -0.309  -0.08
C15 1.573 -2.755 2.768  -0.13
C16 3.073 -2.825 3.068  -0.12
C17 3.793 -3.962 2.370  -0.76
O2 3.365 -5.053 2.166  0.05
Cl1 5.494 -3.574 1.861  0.61
C18 0.655 -2.733 3.854  0.05
C19 -0.658 -2.632 3.541  -0.09
C20 -1.844 -2.548 4.494  -0.35
O3 -1.867 -2.702 5.691  0.12
H1 -3.247 6.433 1.333  0.04
H2 -3.439 4.658 1.316  0.06
H3 -4.873 5.709 1.237  0.07
H4 -4.845 5.023 3.550  0.10
H5 -4.009 6.569 3.589  0.10
H6 -2.551 5.147 4.800  0.10
H7 -1.807 5.295 3.191  0.10
H8 -3.596 3.120 2.989  0.10
H9 -1.822 2.932 3.057  0.11
H10 -2.284 3.182 5.678  0.10
H11 -3.953 2.863 5.315  0.12
H12 -3.139 0.724 5.871  0.10
H13 -1.502 1.077 5.358  0.09
H14 -1.856 0.024 3.370  0.11
H15 -3.388 0.863 3.002  0.10
H16 -3.849 -1.073 5.128  0.11
H17 -4.616 -0.930 3.571  0.12
H18 -0.644 -2.568 0.171  0.12
H19 1.618 -2.114 -0.522  0.07
H20 3.012 -2.389 0.531  0.10
H21 1.221 -4.339 -1.027  0.06
H22 1.790 -4.869 0.525  0.07
H23 3.008 -4.423 -0.758  0.05
H24 3.173 -2.980 4.150  0.13
H25 3.504 -1.839 2.867  0.12
H26 0.933 -2.779 4.903  0.13
C21 -0.470 -1.320 -4.109  0.05
N2 0.281 -1.536 -2.845  -0.40
O4 -0.140 -2.371 -2.075  0.07
O5 1.275 -0.858 -2.669  0.05
H27 -1.322 -1.988 -4.125  0.08
H28 -0.793 -0.282 -4.125  0.11
H29 0.207 -1.533 -4.933  0.08
C22 3.631 -5.880 -4.395  0.03
N3 2.915 -5.001 -3.438  -0.42
O6 3.586 -4.311 -2.701  0.04
O7 1.702 -5.041 -3.458  0.06
H30 4.696 -5.742 -4.259  0.09
H31 3.340 -6.900 -4.170  0.07
H32 3.322 -5.588 -5.396  0.10
C23 -1.769 10.020 -0.096  0.03
N4 -2.726 9.331 0.810  -0.44
O8 -3.887 9.279 0.474  0.08
O9 -2.269 8.861 1.837  0.04
H33 -2.306 10.379 -0.957  0.07
H34 -1.327 10.843 0.456  0.10
H35 -1.015 9.291 -0.386  0.08
C24 1.463 0.386 7.257  0.05
N5 1.929 0.551 5.853  -0.45
O10 2.714 -0.268 5.420  0.06
O11 1.489 1.497 5.238  0.06
H36 1.935 -0.494 7.677  0.09
H37 1.749 1.280 7.803  0.10
H38 0.382 0.272 7.230  0.10
C25 4.350 -8.397 -0.204  0.05
N6 4.057 -7.858 -1.557  -0.42
O12 3.083 -8.294 -2.138  0.05
O13 4.815 -7.014 -1.988  0.06
H39 3.597 -9.135 0.045  0.10
H40 5.337 -8.849 -0.237  0.10
H41 4.321 -7.561 0.491  0.10
C26 -3.510 -3.713 -7.101  0.05
N7 -2.821 -2.480 -6.631  -0.45
O14 -3.477 -1.667 -6.015  0.07
O15 -1.643 -2.374 -6.899  0.06
H42 -4.548 -3.668 -6.791  0.09
H43 -3.428 -3.740 -8.183  0.10
H44 -3.004 -4.561 -6.648  0.10
C27 -0.566 5.887 -0.086  0.04
N8 -0.921 6.412 -1.432  -0.45
O16 -1.899 5.951 -1.976  0.08
O17 -0.201 7.277 -1.892  0.05
H45 -1.291 5.131 0.194  0.08
H46 0.432 5.461 -0.153  0.10
H47 -0.590 6.723 0.609  0.09
C28 -3.156 13.726 -2.668  0.05
N9 -2.512 12.919 -1.597  -0.44
O18 -3.235 12.342 -0.812  0.05
O19 -1.299 12.891 -1.583  0.07
H48 -4.232 13.655 -2.554  0.10
H49 -2.818 14.751 -2.550  0.10
H50 -2.838 13.316 -3.622  0.10
C29 2.822 0.403 -5.039  0.04
N10 3.052 -0.500 -6.198  -0.45
O20 3.932 -0.209 -6.977  0.07
O21 2.333 -1.477 -6.281  0.05
H51 3.528 1.224 -5.092  0.10
H52 1.801 0.764 -5.104  0.10
H53 2.972 -0.180 -4.137  0.08
C30 4.558 -10.330 -4.547  0.05
N11 4.912 -11.251 -3.433  -0.44
O22 5.255 -12.376 -3.719  0.08
O23 4.829 -10.801 -2.310  0.05
H54 4.676 -10.860 -5.485  0.09
H55 3.526 -10.022 -4.399  0.10
H56 5.232 -9.479 -4.493  0.10

=====

# 3
Entry from the OMol25 dataset: C30H56CsN5O3S2Si3 as an isolated structure (the ωB97M-V functional and the def2-TZVPD basis).

Output
Frontier orbital gap (alpha / beta) ... 5.31 / 4.05 eV
Relative energy (zero: lowest compared OMol25 entry of this formula, charge and spin) ... 49.0 kJ/mol
Total charge ... -2

Last column: Löwdin charge in e.
Geometry (Å):
Cs1 0.318 -0.085 -0.257  0.91
N1 0.534 -0.758 2.838  -0.05
C1 1.992 -0.790 3.020  -0.30
C2 2.537 0.581 3.444  -0.19
C3 3.362 1.268 2.358  -0.30
N2 2.567 1.539 1.171  -0.06
H1 0.078 -0.559 3.721  0.07
H2 0.198 -1.671 2.541  0.01
H3 2.437 -1.071 2.060  0.07
H4 2.299 -1.552 3.747  0.10
H5 3.164 0.478 4.334  0.10
H6 1.696 1.225 3.721  0.10
H7 4.175 0.598 2.069  0.08
H8 3.840 2.163 2.781  0.10
H9 3.133 1.553 0.331  0.03
H10 2.047 2.408 1.205  0.05
C4 -3.558 -0.139 0.748  -0.17
O1 -2.470 -1.008 0.583  -0.41
Si1 -2.573 -2.679 0.875  0.25
C5 -4.314 -3.187 0.307  -0.17
C6 -2.698 -2.801 2.766  -0.16
C7 -1.214 -3.535 0.110  -0.45
Si2 -0.395 -4.873 1.003  0.34
C8 0.486 -4.381 2.611  -0.19
C9 -1.562 -6.290 1.524  -0.19
C10 0.957 -5.751 0.013  -0.19
Si3 -1.214 -3.578 -1.704  0.32
C11 0.483 -3.531 -2.545  -0.18
C12 -2.126 -2.122 -2.512  -0.18
C13 -2.053 -5.132 -2.414  -0.19
H11 -4.324 -0.294 -0.021  0.08
H12 -3.203 0.892 0.667  0.08
H13 -4.036 -0.254 1.730  0.08
H14 -5.113 -2.590 0.758  0.02
H15 -4.462 -4.228 0.611  0.03
H16 -4.427 -3.149 -0.779  0.01
H17 -3.630 -2.337 3.104  0.02
H18 -1.873 -2.280 3.258  0.01
H19 -2.699 -3.835 3.117  0.01
H20 -0.185 -3.901 3.327  0.01
H21 1.317 -3.700 2.406  0.02
H22 0.906 -5.270 3.094  0.02
H23 -2.373 -5.924 2.160  0.00
H24 -1.039 -7.085 2.066  0.01
H25 -2.023 -6.728 0.634  0.02
H26 1.755 -5.063 -0.272  0.03
H27 0.568 -6.211 -0.899  0.01
H28 1.397 -6.546 0.625  0.02
H29 1.133 -2.751 -2.139  0.01
H30 0.350 -3.322 -3.612  0.03
H31 1.023 -4.475 -2.455  0.01
H32 -1.503 -1.224 -2.536  -0.01
H33 -3.065 -1.856 -2.026  0.01
H34 -2.342 -2.376 -3.555  0.03
H35 -1.574 -6.036 -2.027  0.01
H36 -2.013 -5.168 -3.508  0.02
H37 -3.103 -5.164 -2.106  0.02
C14 10.365 -0.241 -1.425  -0.11
C15 8.899 0.162 -1.494  -0.24
C16 7.985 -1.029 -1.234  -0.19
N3 6.575 -0.661 -1.221  0.00
C17 5.634 -0.997 -0.310  -0.87
S1 4.009 -1.060 -0.803  0.54
N4 5.985 -1.251 0.958  0.08
C18 7.235 -0.984 1.657  -0.49
O2 7.791 -1.956 2.216  -0.05
C19 7.711 0.354 1.636  -0.20
C20 6.981 1.471 1.132  -0.07
C21 7.538 2.730 1.107  -0.13
C22 8.842 2.963 1.565  -0.15
C23 9.566 1.881 2.082  -0.14
C24 9.025 0.616 2.132  -0.06
H38 11.018 0.606 -1.638  0.06
H39 10.597 -1.036 -2.141  0.06
H40 10.607 -0.606 -0.425  0.07
H41 8.667 0.586 -2.478  0.11
H42 8.688 0.936 -0.755  0.09
H43 8.244 -1.502 -0.291  0.11
H44 8.135 -1.783 -2.017  0.12
H45 6.159 -0.447 -2.113  0.10
H46 5.264 -1.705 1.498  0.12
H47 5.974 1.336 0.760  0.09
H48 6.949 3.554 0.718  0.09
H49 9.272 3.957 1.532  0.07
H50 10.573 2.039 2.454  0.08
H51 9.586 -0.217 2.535  0.10
S2 0.641 0.826 -4.552  0.66
C25 0.227 1.669 -3.290  -0.59
O3 0.524 2.825 -0.657  -0.34
N5 -0.139 3.448 -1.637  -0.27
C26 -1.293 4.062 -1.444  -0.10
C27 -2.012 4.672 -2.458  -0.14
C28 -1.420 4.674 -3.744  -0.16
C29 -0.251 4.035 -3.990  -0.11
C30 0.384 3.167 -2.954  -0.38
H52 -1.606 4.065 -0.408  0.12
H53 -2.936 5.184 -2.239  0.06
H54 -1.892 5.231 -4.547  0.09
H55 0.206 4.038 -4.971  0.08
H56 1.477 3.275 -2.897  0.14

=====

# 4
Entry from the OMol25 dataset: C30H56F18N7O14S6 as an isolated structure (the ωB97M-V functional and the def2-TZVPD basis).

Output
Frontier orbital gap ... 7.59 eV
Total charge ... +1

Last column: Löwdin charge in e.
Geometry (Å):
C1 -0.459 -1.366 -0.353  0.04
C2 -0.371 0.104 -0.761  -0.33
O1 -1.322 0.819 -0.858  0.11
N1 1.031 0.695 -0.959  0.10
H1 1.453 -0.007 -1.485  0.03
H2 0.980 1.448 -1.634  0.09
C3 1.741 1.244 0.285  0.05
H3 0.048 -1.582 0.581  0.08
H4 0.004 -1.979 -1.140  0.07
H5 -1.491 -1.720 -0.249  0.10
H6 1.855 0.429 0.984  0.06
H7 0.955 1.918 0.637  0.07
H8 2.640 1.786 0.047  0.09
C4 -3.520 0.941 -2.838  0.05
C5 -4.350 0.667 -1.636  -0.43
O2 -4.577 -0.311 -1.042  0.20
N2 -5.132 1.915 -1.191  0.07
H9 -5.426 2.451 -2.024  0.18
H10 -5.994 1.571 -0.712  0.20
C6 -4.292 2.734 -0.267  0.01
H11 -3.247 0.011 -3.329  0.09
H12 -2.603 1.169 -2.286  0.08
H13 -3.889 1.730 -3.491  0.11
H14 -3.371 3.096 -0.761  0.06
H15 -4.071 2.056 0.569  0.11
H16 -4.899 3.564 0.126  0.12
C7 -2.847 -5.263 -1.862  -0.08
C8 -2.167 -4.212 -2.730  -0.23
C9 -2.303 -4.589 -4.221  -0.14
N3 -1.631 -3.728 -5.267  -0.22
C10 -2.244 -4.147 -6.648  -0.09
C11 -1.863 -3.202 -7.801  -0.15
C12 -2.384 -1.813 -7.455  -0.19
C13 -1.593 -1.328 -6.276  -0.18
C14 -1.874 -2.186 -5.048  -0.08
C15 -0.133 -4.008 -5.221  0.04
H17 -2.781 -4.978 -0.780  0.10
H18 -2.327 -6.187 -2.009  0.08
H19 -3.909 -5.357 -2.079  0.08
H20 -1.108 -4.249 -2.464  0.10
H21 -2.463 -3.162 -2.555  0.10
H22 -3.380 -4.551 -4.444  0.13
H23 -1.933 -5.590 -4.377  0.13
H24 -3.324 -4.003 -6.537  0.12
H25 -2.056 -5.214 -6.791  0.14
H26 -2.462 -3.602 -8.621  0.12
H27 -0.819 -3.293 -8.080  0.12
H28 -3.470 -1.810 -7.286  0.13
H29 -2.147 -1.146 -8.294  0.13
H30 -1.922 -0.311 -6.026  0.13
H31 -0.554 -1.296 -6.511  0.09
H32 -2.946 -2.188 -4.772  0.13
H33 -1.254 -1.764 -4.246  0.11
H34 0.082 -5.052 -5.517  0.13
H35 0.054 -3.865 -4.181  0.05
H36 0.440 -3.281 -5.749  0.07
C16 1.460 2.495 8.540  -0.06
C17 0.852 2.667 7.100  -0.21
C18 0.848 1.398 6.308  -0.14
N4 0.223 1.445 4.934  -0.22
C19 0.060 -0.002 4.462  -0.10
C20 -0.639 -0.117 3.123  -0.14
C21 -2.046 0.493 3.197  -0.17
C22 -1.896 1.941 3.603  -0.18
C23 -1.136 2.092 4.910  -0.12
C24 1.200 2.217 3.990  0.07
H37 2.318 1.825 8.410  0.06
H38 0.741 2.035 9.229  0.08
H39 1.833 3.444 8.935  0.08
H40 1.464 3.402 6.583  0.11
H41 -0.162 3.051 7.173  0.10
H42 0.281 0.598 6.787  0.14
H43 1.824 1.022 6.099  0.11
H44 -0.426 -0.565 5.265  0.14
H45 1.062 -0.403 4.497  0.09
H46 -0.724 -1.163 2.816  0.12
H47 -0.070 0.413 2.328  0.10
H48 -2.702 -0.040 3.888  0.12
H49 -2.504 0.499 2.192  0.10
H50 -2.874 2.413 3.709  0.12
H51 -1.461 2.641 2.884  0.08
H52 -1.696 1.645 5.745  0.15
H53 -1.068 3.142 5.163  0.13
H54 1.408 3.199 4.467  0.11
H55 0.743 2.422 3.011  0.08
H56 2.096 1.605 3.806  0.08
C25 2.775 4.819 -0.266  -0.65
F1 3.338 5.976 -0.515  0.17
F2 3.675 3.821 -0.577  0.09
F3 2.395 4.482 0.913  0.18
S1 1.276 4.818 -1.506  0.69
O3 1.669 5.586 -2.607  -0.24
O4 1.004 3.369 -1.833  -0.36
N5 0.134 5.514 -0.527  -0.30
S2 -1.048 4.598 0.030  0.61
O5 -1.889 4.085 -1.017  -0.33
O6 -0.644 3.631 1.039  -0.32
C26 -1.863 6.095 0.745  -0.59
F4 -3.091 5.928 1.378  0.08
F5 -0.970 6.566 1.637  0.12
F6 -2.056 7.025 -0.226  0.12
C27 2.938 0.605 -4.444  -0.59
F7 4.047 0.206 -3.875  0.18
F8 2.608 1.834 -3.934  0.11
F9 3.067 0.660 -5.800  0.13
S3 1.468 -0.524 -4.021  0.72
O7 0.349 0.299 -3.577  -0.30
O8 1.304 -1.422 -5.156  -0.31
N6 2.010 -1.272 -2.632  -0.35
S4 2.646 -2.706 -2.547  0.59
O9 1.654 -3.741 -2.481  -0.30
O10 3.731 -2.924 -3.438  -0.25
C28 3.158 -2.350 -0.748  -0.55
F10 3.801 -1.163 -0.769  0.12
F11 1.969 -2.309 -0.078  0.06
F12 3.930 -3.321 -0.158  0.13
C29 5.777 -1.149 2.727  -0.69
F13 6.181 0.091 2.796  0.16
F14 5.934 -1.641 1.502  0.15
F15 6.459 -1.902 3.572  0.16
S5 3.930 -1.138 3.208  0.64
O11 3.428 0.196 2.800  -0.36
O12 3.279 -2.273 2.600  -0.30
N7 3.977 -1.137 4.812  -0.31
S6 3.149 -2.192 5.715  0.58
O13 1.763 -1.923 5.713  -0.30
O14 3.494 -3.564 5.587  -0.26
C30 3.874 -1.515 7.337  -0.53
F16 3.248 -1.977 8.457  0.11
F17 5.189 -1.760 7.344  0.14
F18 3.552 -0.122 7.303  0.02

=====

Ordered maximum force results: 9.58, 1.94, 0.19, 4.72; unit eV/Å.